14
Properties=species:S:1:pos:R:3:lowdin_charge:R:1 method="wB97M-V/def2-TZVPD" homo_lumo_gap_ev=8.133 e_tot_ha=-249.67350 smiles="C=C(C)N.O" de_lowest_ev=1.094
C 0.480 -0.291 -2.220 -0.002
C -0.067 0.040 -1.055 -0.492
C -0.150 1.413 -0.467 -0.057
N -0.387 -0.914 -0.103 0.074
H 0.553 -1.323 -2.536 0.040
H 0.995 0.367 -2.905 0.042
H -1.195 1.610 -0.238 0.080
H 0.388 1.396 0.483 0.069
H 0.309 2.224 -1.023 0.075
H -0.268 -0.691 0.871 0.034
H -0.273 -1.882 -0.342 0.085
O 0.054 -0.297 2.851 -0.048
H -0.477 0.045 3.578 0.050
H 0.933 -0.405 3.229 0.050